1.
Entry from OMol25: a molecular structure, C19H16BrIrN4O5S2 (ωB97M-V/def2-TZVPD).

The orbital gap is 7.03 eV. Its LUMO energy is -0.5 eV. The energy above the lowest of the compared OMol25 structures with the same formula, charge and spin is 0.6092 eV. Its spin multiplicity is 1.

Each line ends with the natural charge from an NBO analysis.
Element x y z (Å)
1 S 1.701189 -2.929639 -0.942480  2.31
2 Ir 0.179900 0.741333 -0.361121  0.95
3 H -4.214298 4.707322 -0.685799  0.21
4 C 3.331477 -4.558395 0.731824  -0.18
5 C -2.354423 -2.886109 1.049440  -0.42
6 H -2.681931 6.557850 -0.454071  0.21
7 O 0.150916 0.676342 -2.509154  -0.59
8 H 4.495544 -5.583325 2.207207  0.22
9 C 3.190332 -2.478168 2.639082  -0.18
10 C -2.086374 4.488105 -0.403467  -0.07
11 H 3.150552 -1.664612 3.353486  0.24
12 C 1.717484 -1.265505 0.873125  0.11
13 C 3.892499 -3.647648 2.906433  -0.20
14 H -4.626922 2.276761 -0.728552  0.21
15 H -0.406026 7.441016 -0.095625  0.22
16 H -2.359825 -3.417561 -0.992739  0.40
17 C -2.550339 1.743798 -0.481934  -0.26
18 H 3.393969 -5.344263 -0.010540  0.24
19 C -1.245118 2.150767 -0.334990  -0.11
20 O 2.154347 0.877668 -1.928691  -0.42
21 C 2.553474 -2.372871 1.417220  -0.05
22 C -3.620363 2.660930 -0.607564  -0.19
23 H 4.401604 -3.762218 3.854869  0.22
24 O -1.237351 -0.662927 -0.071339  -0.66
25 N -2.276809 -2.623622 -0.381856  -0.59
26 S 1.227713 0.137708 1.704951  -0.03
27 H -3.384637 -3.080997 1.342403  0.20
28 O 0.518084 -3.745286 -1.019032  -0.95
29 C 3.956032 -4.675590 1.968008  -0.19
30 H -0.832824 -0.761974 -2.571227  0.45
31 H -1.997378 -2.012389 1.583592  0.24
32 N 1.412386 0.785328 -2.879951  0.37
33 C -3.399850 3.999450 -0.582230  -0.20
34 H -2.789587 0.696723 -0.501138  0.22
35 C 2.633694 -3.393153 0.488137  -0.32
36 Br 1.701256 2.965696 0.123643  0.24
37 N -1.464430 -1.475485 -2.207995  -0.81
38 C -1.604597 -1.567668 -0.879980  0.82
39 N 1.297650 -1.430489 -0.351878  -0.83
40 C -1.839623 5.884419 -0.343293  -0.17
41 H -1.542482 -2.315823 -2.755848  0.40
42 H 1.506521 5.848862 0.137417  0.23
43 C -1.011110 3.566568 -0.273332  -0.06
44 C -0.584313 6.374522 -0.148999  -0.21
45 C 0.255960 4.144787 -0.079689  -0.08
46 O 2.523096 -2.807960 -2.103516  -0.90
47 H -1.734588 -3.742574 1.317959  0.20
48 C 0.499512 5.480299 -0.010778  -0.25

Forces on atoms 1 to 3 (eV/Å):
S 0.13 0.12 0.00
Ir 0.40 -0.18 -0.66
H 0.03 -0.02 0.01

2.
Entry from OMol25: 3 unconnected molecules or ions with the total composition C27H61IN5O6P2 (ωB97M-V/def2-TZVPD).

The orbital gap is 7.20 eV. Its LUMO energy is 2.2 eV. The energy above the lowest of the compared OMol25 structures with the same formula, charge and spin is 0.0000 eV. The net charge is -1. Its spin multiplicity is 1.

Each line ends with the Mulliken charge.
Element x y z (Å)
1 H 4.196829 0.760462 3.593079  0.24
2 C -0.108175 2.429644 1.144199  -1.01
3 H -0.420947 -4.276822 -4.212007  0.33
4 C -1.984145 -3.967909 0.150992  0.08
5 H 2.396127 -5.355137 -4.155400  0.35
6 H 0.303173 -8.247744 -3.774379  0.38
7 H -3.899172 -3.192308 -0.466737  0.54
8 C -0.087357 -3.768543 2.646829  -0.66
9 H -1.554628 6.414524 0.735517  0.06
10 H -0.440315 -7.938874 -1.642746  0.45
11 H 6.340406 4.572467 0.037183  0.06
12 H 0.591185 -4.101745 -2.166569  -0.08
13 C -2.593687 -5.495143 -2.683119  0.35
14 H -2.233581 10.468652 0.014255  0.16
15 C -3.530163 -5.064765 -1.531417  -1.08
16 H 0.848367 -2.017494 1.812204  -0.09
17 H -2.652669 -7.491017 -1.825999  0.49
18 H 2.951588 3.263594 -1.278833  0.16
19 H 2.811569 1.182549 4.637002  0.53
20 H 1.972097 2.707859 2.848401  0.09
21 H 0.251879 6.450494 0.884714  0.22
22 C 3.142595 1.040353 3.608160  -1.20
23 C -0.665068 5.892339 1.061428  -0.71
24 O 2.476315 2.052855 0.475451  -0.37
25 C 3.003210 2.368224 2.860861  -0.82
26 C 1.768740 -1.120640 3.980983  -1.07
27 H -0.261147 -6.218049 -1.635014  -0.16
28 H 0.596505 -6.785455 -5.539606  0.43
29 H -1.375618 -2.072744 3.019466  0.37
30 C 0.344920 -7.197444 -3.477942  -0.86
31 O 0.351215 9.791633 -1.707525  -0.65
32 C -0.539337 4.563186 0.368329  0.33
33 H -2.313613 -4.738780 0.848516  0.43
34 H -5.764037 7.362609 -0.425883  0.21
35 H 1.990864 -5.112365 -1.905864  0.25
36 H -0.807869 -2.208223 0.504810  0.44
37 C -1.671642 -2.688082 0.964941  -0.80
38 H 1.369380 -7.019810 -3.156492  0.38
39 H 2.204234 -0.919893 4.958346  0.54
40 H -0.092619 -4.654795 2.015056  0.24
41 H -0.685087 5.682269 2.132060  0.32
42 H 4.821025 4.007767 -1.503341  0.02
43 H 1.800784 -3.462858 1.594565  0.38
44 H 3.080066 -2.626344 3.237689  0.45
45 C -2.082929 -6.950478 -2.578780  -1.20
46 O -4.064760 7.817790 1.318880  -0.66
47 C 2.032830 -2.567101 3.536479  -1.13
48 H -3.558255 -5.845016 -0.774776  0.45
49 C -3.065995 -3.742075 -0.902860  -0.92
50 H -2.213316 -3.596450 2.811725  0.44
51 H -2.640292 -3.109822 -1.683187  0.25
52 C -0.584119 -7.049142 -2.259736  -0.13
53 N -1.364542 10.604473 -0.466671  -0.36
54 H -2.260535 -7.476998 -3.516736  0.45
55 C 1.715972 -4.517578 -3.999814  -0.84
56 N -1.364703 8.404976 -1.138239  -0.28
57 N 0.523424 3.740260 0.856340  0.42
58 C 1.619494 -4.266427 -2.482692  -0.63
59 H -4.055352 5.947877 2.947122  0.22
60 I 1.585435 5.661798 -1.696642  -0.32
61 H 2.990212 -0.623991 2.258571  0.46
62 H -0.023665 -4.060835 3.692812  0.52
63 H 0.429666 -4.525235 -5.699221  0.40
64 H 4.590887 4.164494 1.832456  0.54
65 H 2.221200 -3.409643 -2.192444  0.48
66 H -3.081274 -5.364575 -3.647697  0.50
67 H -0.940129 7.614014 -1.596212  0.10
68 H -0.080455 1.758368 0.282400  0.27
69 C 0.377804 -4.863866 -4.662643  -0.55
70 O 6.029440 2.223438 -0.420890  -0.68
71 H 2.139216 -3.638539 -4.476237  0.41
72 H -1.163561 2.582338 1.370495  0.45
73 H -4.538075 -4.912731 -1.917404  0.36
74 H 3.555872 3.120683 3.422344  0.46
75 N -4.737056 5.849807 2.218213  -0.40
76 C 4.089484 3.646225 1.011017  -0.66
77 H -1.025574 -6.454228 -4.991025  0.30
78 C -4.791200 6.839371 1.279974  0.76
79 H -2.244937 8.272438 -0.672596  0.17
80 C -1.385683 -2.990489 2.430226  -1.09
81 N -5.713729 6.658984 0.285931  -0.42
82 P 5.399347 3.572401 -0.300277  0.43
83 C 0.023322 -6.362150 -4.712703  -0.76
84 H -0.921050 11.501859 -0.441986  0.20
85 H -1.063739 -4.283960 -0.337842  -0.26
86 C 1.175073 -2.929097 2.307308  -0.05
87 H 1.522323 0.290653 2.371711  -0.07
88 H 0.343116 1.967804 2.011353  0.22
89 H 0.687234 -0.991709 4.023331  0.24
90 C 2.343404 -0.103299 2.963170  0.26
91 H -5.317499 5.034018 2.197690  0.16
92 H 1.868645 -3.280484 4.342894  0.47
93 O 2.968179 4.429336 0.696177  -0.48
94 H -6.316802 5.861473 0.228221  0.15
95 H -1.730153 -4.837444 -2.649517  -0.52
96 H -2.493006 -1.978588 0.878655  0.47
97 H 4.271150 1.514769 1.321864  0.66
98 H 1.030973 2.807762 -1.199093  0.21
99 P 1.918106 3.494825 -0.316410  -0.69
100 O -1.341376 4.204927 -0.464314  -0.64
101 C 3.493333 2.276059 1.404560  0.55
102 C -0.713578 9.600230 -1.149440  0.59

Forces on atoms 1 to 3 (eV/Å):
H 0.12 0.00 0.36
C -0.20 0.27 -0.20
H -0.05 0.02 0.15

3.
Entry from OMol25: a molecular structure, C26H36AsN5PbSi2 (ωB97M-V/def2-TZVPD).

The orbital gap (spin up / spin down) is 4.87 / 6.91 eV. Its LUMO energy (spin up / spin down) is -8.2 / -6.3 eV. The net charge is +2. Its spin multiplicity is 1.

Each line ends with the Mulliken charge.
Element x y z (Å)
1 H -4.161654 -0.933510 1.033814  0.23
2 C -1.951554 2.925790 -2.472186  -0.94
3 H 4.058946 -1.322710 -3.632986  0.47
4 H -0.833854 -3.510810 -0.083086  0.28
5 H -2.474954 3.687590 -3.041486  0.49
6 C -1.840054 1.473090 2.156814  0.28
7 H 5.565546 -2.154110 1.495514  0.34
8 C 2.550346 -0.609910 1.159414  1.05
9 H 5.520346 -3.259110 -0.122286  0.44
10 C -0.033854 1.617390 0.540514  0.30
11 C 4.572046 -1.211610 3.095314  0.01
12 N 1.238246 2.135790 -1.451286  -0.52
13 H -4.803254 -3.362310 -1.967086  0.44
14 C -3.515554 0.637390 -3.966486  -1.01
15 C 3.708146 -1.352010 0.804314  0.51
16 H -2.902154 3.210190 2.769914  0.40
17 H -2.007254 -0.416710 3.150614  0.69
18 C -1.128454 2.173890 1.198914  -0.15
19 C 1.722946 4.277790 -1.045286  -0.85
20 C 4.244046 -1.666810 -2.634786  -0.20
21 H -3.917454 1.780290 2.582814  0.32
22 H -3.785854 -2.462310 -3.066986  0.33
23 C 0.398546 0.306190 0.846914  -0.42
24 H -1.021854 2.719590 -2.997786  0.21
25 H 6.227446 -2.376110 3.828414  0.40
26 C -4.486954 1.589690 -1.082886  -0.74
27 H -4.967654 -1.624210 -2.060186  0.30
28 C 5.656146 -1.485410 4.080214  -1.62
29 C -4.246854 -2.436610 -2.082886  -1.09
30 C 1.835546 3.216490 -1.939286  -0.67
31 C -1.473154 0.148690 2.402114  -1.05
32 H -1.404054 3.194790 0.983914  0.43
33 Pb 1.369646 -0.181610 -1.997486  0.94
34 H -4.151354 1.339390 -4.498286  0.37
35 H -0.097054 -1.432810 1.986914  0.63
36 C -3.759054 -1.942210 0.987014  -0.88
37 H -2.855054 1.912090 3.972114  0.46
38 C 5.019346 -2.636010 -0.832686  -0.06
39 H 1.682746 0.486590 2.792014  0.55
40 C 5.201146 -2.572910 -2.194386  -1.01
41 As -1.510254 -0.341910 -1.291786  0.29
42 H -4.142354 1.760290 -0.066886  0.05
43 H -1.265254 -3.809610 -1.762186  0.31
44 H -4.577054 -2.630810 1.174114  0.49
45 C -1.667454 -3.694110 -0.757186  -1.07
46 C 2.498046 -0.157710 2.500414  0.22
47 H 5.249846 -1.598610 5.082614  0.42
48 H -1.701354 3.369290 -1.513386  0.19
49 N 3.531146 -1.211310 -1.607286  -0.52
50 C 1.016846 3.767290 0.019214  -0.26
51 Si -2.946354 -2.282710 -0.698086  0.21
52 C 3.453846 -0.451910 3.439214  -1.34
53 H 0.731546 4.223890 0.945014  0.53
54 N 1.546846 -0.238010 0.289414  -0.52
55 H -2.107954 -4.646710 -0.480086  0.41
56 H -2.644554 0.449490 -4.589586  0.31
57 H -4.071354 -0.289910 -3.873586  0.29
58 C 4.669346 -1.628510 1.777514  -0.64
59 H 2.103146 5.271090 -1.149686  0.50
60 H 3.364246 -0.061910 4.441514  0.46
61 H 2.320946 3.192790 -2.891386  0.50
62 N 0.738646 2.477490 -0.255486  1.03
63 C -2.940854 2.133990 2.910814  -1.67
64 H -5.138054 0.720590 -1.073386  0.29
65 N 4.020346 -1.786410 -0.500286  0.21
66 H 5.929246 -3.093210 -2.780586  0.45
67 H 6.349946 -0.642610 4.097914  0.33
68 Si -3.019154 1.358390 -2.273586  0.23
69 C -0.397154 -0.421110 1.757514  -0.07
70 H -3.051954 -2.062810 1.799614  0.26
71 H -5.095154 2.442390 -1.368186  0.44

Forces on atoms 1 to 3 (eV/Å):
H -0.04 0.15 -0.07
C -0.37 -0.56 0.10
H -0.19 0.07 -0.22

4.
Entry from OMol25: a gas-phase ion, C6H8N5O (charge +1) (ωB97M-V/def2-TZVPD).

The orbital gap (spin up / spin down) is 6.31 / 7.49 eV. Its LUMO energy (spin up / spin down) is -3.1 / -6.3 eV. The energy above the lowest of the compared OMol25 structures with the same formula, charge and spin is 2.2362 eV. The net charge is +1. Its spin multiplicity is 3.

Each line ends with the natural charge from an NBO analysis.
Element x y z (Å)
1 H -1.078050 -1.751785 0.774828  0.41
2 H -1.582441 0.348230 2.736614  0.22
3 N 1.467410 1.028754 -2.387170  -0.68
4 H -3.393912 -1.023029 2.685942  0.24
5 C -2.814103 -1.775265 2.062754  -0.44
6 H -2.425029 -2.755917 2.456838  0.24
7 C 1.422337 -0.306592 -0.413428  0.61
8 N 1.031508 0.225150 0.583609  -0.46
9 N 0.837880 3.245483 -2.881165  -0.61
10 H 0.498371 4.162071 -2.589273  0.46
11 H -3.485616 -2.045615 1.271883  0.24
12 H 0.395448 1.487738 1.918325  0.24
13 C 1.216081 2.197781 -2.633590  0.74
14 H 2.820371 -1.518000 -1.062716  0.43
15 O 3.190754 -0.119964 -3.468966  -0.47
16 C 2.383103 0.041377 -2.624062  0.83
17 N -1.632742 -1.189541 1.532150  -0.36
18 C -1.095443 -0.001652 1.880978  -0.16
19 N 2.176791 -0.786626 -1.364092  -0.65
20 C 0.067281 0.537401 1.520541  0.16

Forces on atoms 1 to 3 (eV/Å):
H -1.63 1.25 1.89
H -0.47 1.19 1.07
N 0.01 -0.56 -0.39

Number 1: F_max 1.2 eV/Å. Number 2: F_max 1.5 eV/Å. Number 3: F_max 1.7 eV/Å. Number 4: F_max 7.1 eV/Å.